Below is C12H20Cl2O4V as an isolated structure, with properties calculated with ωB97M-V with the def2-TZVPD basis set.

Each line ends with the Löwdin charge.
Geometry (Å):
C: -1.85670 0.16586 -0.47985  -0.273
C: -1.25675 -0.99750 -1.06457  -0.383
C: -0.16783 -0.56370 -1.87568  -0.380
C: -1.80793 -2.38848 -1.00400  -0.083
C: -0.07914 0.86601 -1.80148  -0.252
C: -1.12877 1.33074 -0.92975  -0.233
C: -1.42942 2.72021 -0.64226  -0.084
C: -3.09404 0.22866 0.31901  -0.083
C: 0.61050 -1.40228 -2.85886  -0.080
C: 0.79426 1.74842 -2.59618  -0.053
V: 0.53292 -0.53132 0.19247  0.357
Cl: 1.38093 -2.26900 0.05182  0.315
Cl: -0.76242 -1.27310 2.00266  0.124
O: 2.03864 0.48766 -0.29237  -0.340
H: -2.54127 -2.47590 -0.22635  0.048
H: -0.99663 -3.10404 -0.79981  0.044
H: -2.25557 -2.65599 -1.95526  0.066
H: 0.66621 -2.43533 -2.52617  0.038
H: 1.61635 -1.00714 -2.95741  0.069
H: 0.12726 -1.37274 -3.82897  0.064
H: 1.77764 1.28005 -2.75028  0.073
H: 0.94267 2.69773 -2.08894  0.072
H: 0.35782 1.95196 -3.57698  0.075
H: -0.50180 3.30992 -0.53379  0.080
H: -1.99497 2.82716 0.28860  0.066
H: -2.01646 3.18893 -1.44862  0.072
H: -3.23120 -0.69460 0.90628  0.044
H: -3.96833 0.36053 -0.31757  0.070
H: -3.05762 1.06354 1.02087  0.074
H: 2.58750 0.43380 0.48775  -0.027
O: -0.05171 1.60981 1.69888  -0.472
H: 0.41813 1.25172 2.50329  -0.133
C: 3.00610 -0.93719 4.28300  -0.049
C: 2.10222 -0.16839 3.35475  -0.702
O: 1.31774 0.69404 3.85779  -0.082
O: 2.19604 -0.47079 2.11045  -0.217
H: 2.96135 -0.57889 5.28912  0.041
H: 4.04860 -0.89063 3.92088  0.064
H: 2.71567 -1.99975 4.26752  0.071

Atomic forces in eV per Å
1.3 1.1 -1.3
-0.3 0.6 0.0
0.2 0.3 -0.7
0.9 -0.1 -0.2
-2.0 -0.6 1.0
0.5 -3.1 -0.8
0.0 1.5 0.5
-0.1 -0.4 0.9
-0.4 0.3 0.5
0.8 -0.2 0.0
-2.3 9.5 2.3
3.2 -7.1 -0.8
-0.3 -0.7 0.2
-1.0 -0.5 -0.8
-0.3 -0.1 0.4
-0.3 0.1 0.0
-0.3 -0.1 -0.3
0.1 -0.1 0.0
0.2 -0.1 0.0
-0.1 0.0 -0.5
-0.2 0.2 0.1
0.1 0.1 0.1
-0.1 0.0 -0.1
-0.4 -0.3 0.2
0.3 0.0 -0.1
0.0 -0.1 -0.1
0.1 0.4 -0.1
-0.2 0.0 -0.2
0.1 -0.1 0.1
0.2 0.0 0.8
0.5 -0.8 -0.4
-0.8 0.7 -1.2
0.8 -0.9 -0.4
-1.7 1.5 -1.0
1.7 -1.6 0.0
0.3 0.1 1.4
-0.1 0.3 0.7
-0.3 0.0 0.1
0.0 0.3 0.0

The spin multiplicity is 2. As for the expectation value of S²: 0.77. Its LUMO energy (spin up / spin down) is 0.19188 / 0.19182 hartree. The charge is -2.

Below is C47H39LaN5O2S2 as an isolated structure, with properties calculated with ωB97M-V with the def2-TZVPD basis set.

Each line ends with the Löwdin charge.
Geometry (Å):
La: 0.18790 0.03240 0.12930  1.993
O: 0.53880 -0.43290 2.07700  -0.454
C: 1.41730 -1.32270 2.64660  -0.473
C: 2.37680 -1.91910 1.53970  -0.047
C: 3.21370 -0.80610 0.99930  -0.248
C: 4.52300 -0.61250 1.42510  0.013
C: 5.22940 0.48150 0.95800  -0.005
C: 4.60220 1.35680 0.08900  0.001
C: 3.28700 1.11600 -0.30020  -0.251
C: 2.58140 2.06250 -1.22310  -0.052
C: 1.36520 2.78230 -0.52280  -0.475
O: 0.26790 1.95270 -0.52220  -0.417
C: 1.78320 3.24520 0.87440  -0.169
C: 0.92160 3.07890 1.95150  -0.060
C: 1.22210 3.64950 3.17970  -0.089
C: 2.40320 4.34910 3.35310  -0.079
C: 3.27690 4.49720 2.28840  -0.052
C: 2.95640 3.97180 1.05090  -0.022
C: 0.96740 4.06880 -1.27100  -0.136
C: 1.40020 4.39440 -2.54850  -0.033
C: 1.00580 5.58410 -3.14210  -0.079
C: 0.16410 6.45660 -2.47820  -0.086
C: -0.30900 6.11830 -1.22160  -0.066
C: 0.08870 4.93580 -0.62660  -0.016
N: 2.61640 0.03720 0.13920  0.015
C: 0.61900 -2.38540 3.41380  -0.172
C: -0.49510 -1.90930 4.10180  -0.035
C: -1.27180 -2.75680 4.86620  -0.065
C: -0.94000 -4.09690 4.97100  -0.076
C: 0.18330 -4.57270 4.31940  -0.069
C: 0.95730 -3.72640 3.53980  -0.067
C: 2.28510 -0.68570 3.74100  -0.152
C: 2.02960 0.60970 4.15830  -0.011
C: 2.76790 1.17670 5.18200  -0.061
C: 3.76470 0.44690 5.80340  -0.078
C: 4.00320 -0.86080 5.41400  -0.067
C: 3.26280 -1.42840 4.39400  -0.040
H: 1.76620 -2.34770 0.73540  0.096
H: 3.00690 -2.69680 1.96180  0.118
H: 4.98140 -1.30840 2.10800  0.120
H: 6.25060 0.64510 1.26910  0.121
H: 5.12750 2.21630 -0.29460  0.119
H: 2.15040 1.52330 -2.07140  0.107
H: 3.29430 2.80040 -1.58740  0.117
H: -0.01140 2.53170 1.80700  0.105
H: 0.52260 3.56720 4.00010  0.115
H: 2.63330 4.80020 4.30730  0.108
H: 4.19540 5.05090 2.41640  0.109
H: 3.61050 4.15710 0.21180  0.120
H: 2.05380 3.73640 -3.10170  0.103
H: 1.36450 5.83280 -4.13030  0.103
H: -0.12440 7.39130 -2.93550  0.104
H: -0.98060 6.78430 -0.70010  0.106
H: -0.27930 4.68300 0.35660  0.115
H: -0.71650 -0.85180 4.05870  0.114
H: -2.13070 -2.36590 5.39070  0.106
H: -1.54460 -4.75710 5.57290  0.105
H: 0.46620 -5.60870 4.41950  0.105
H: 1.82490 -4.13430 3.04140  0.100
H: 1.24330 1.16250 3.66750  0.084
H: 2.55300 2.18550 5.50010  0.098
H: 4.34880 0.89100 6.59440  0.104
H: 4.75820 -1.44470 5.91880  0.107
H: 3.44170 -2.45970 4.12740  0.114
C: 1.80260 -0.81300 -3.45580  -0.063
C: 0.36490 -0.44530 -3.43340  -0.619
N: -0.37380 -0.38410 -2.36890  -0.052
C: -1.68500 -0.08010 -2.65990  -0.352
C: -1.92580 0.10730 -3.99200  -0.312
S: -0.49210 -0.10080 -4.90500  1.117
C: -2.67360 -0.04800 -1.59200  -0.340
C: -4.03310 -0.04130 -1.74190  -0.313
S: -4.80870 -0.04980 -0.21510  1.127
C: -3.25650 -0.06780 0.55390  -0.610
N: -2.26140 -0.06900 -0.28300  -0.075
C: -3.10220 -0.08390 2.02570  -0.053
H: 2.16050 -1.01090 -2.44390  0.072
H: 2.39710 -0.01380 -3.89830  0.088
H: 1.95400 -1.70250 -4.06760  0.091
H: -2.84710 0.36010 -4.47560  0.081
H: -4.60860 -0.04090 -2.64500  0.080
H: -4.06560 -0.20140 2.51620  0.085
H: -2.64670 0.85040 2.36250  0.098
H: -2.43840 -0.90010 2.32200  0.073
N: 1.27460 -6.54170 1.55000  0.200
C: 0.68300 -5.83280 0.87330  -0.176
C: -0.00430 -4.96840 -0.01690  -0.181
C: -0.29530 -5.38090 -1.31820  0.015
C: -0.97150 -4.49720 -2.14060  -0.022
C: -1.25770 -3.22700 -1.66510  -0.118
N: -0.92040 -2.79540 -0.44990  0.051
C: -0.35580 -3.67170 0.37220  -0.078
H: -0.00710 -6.36490 -1.65650  0.131
H: -1.25740 -4.77320 -3.14370  0.115
H: -1.79990 -2.53090 -2.28890  0.101
H: -0.17430 -3.33880 1.38680  0.100

Atomic forces in eV per Å
-2.2 -3.3 -2.2
1.0 -0.8 3.9
0.6 -0.8 1.0
-0.6 0.4 0.4
0.5 0.1 0.0
-0.1 0.0 -0.2
-0.3 -0.1 -0.1
-0.2 -0.1 0.0
0.6 -0.1 -0.1
-0.5 0.3 0.3
0.7 1.3 -0.6
0.3 3.5 -0.7
-0.3 -0.2 0.1
0.0 -0.1 -0.2
0.0 0.1 0.1
-0.1 0.0 0.1
0.1 0.0 -0.1
-0.1 0.0 0.1
0.1 0.0 -0.1
0.0 -0.1 0.1
0.0 0.1 -0.2
0.0 0.0 -0.1
-0.1 0.0 0.1
0.0 0.0 -0.1
1.9 0.1 0.0
-0.1 0.0 -0.1
0.0 0.0 0.0
-0.1 0.1 0.0
0.0 -0.1 0.0
-0.1 -0.1 0.0
0.1 0.2 0.0
-0.1 0.1 -0.1
-0.1 -0.1 -0.2
0.0 0.0 0.1
0.0 0.1 0.1
0.1 -0.1 0.0
0.0 0.1 0.0
0.1 -0.2 0.1
0.0 -0.1 -0.1
0.0 -0.1 0.1
0.1 0.0 0.0
0.0 0.1 0.0
0.2 0.1 -0.1
0.0 -0.1 -0.1
0.2 0.2 0.1
0.0 -0.1 0.1
0.0 0.0 0.1
0.1 0.1 0.0
0.1 0.0 -0.1
0.1 -0.1 0.0
0.0 0.0 -0.1
0.0 0.1 -0.1
0.0 0.0 0.1
0.0 0.0 0.1
-0.1 0.0 0.0
-0.1 0.0 0.1
0.0 -0.1 0.1
0.0 -0.1 -0.1
0.1 0.0 -0.1
0.0 0.0 0.0
0.0 0.1 0.0
0.0 0.0 0.1
0.1 -0.1 0.0
0.0 -0.1 0.0
0.2 0.0 0.0
-0.3 0.1 -0.7
0.0 -0.3 -0.7
0.0 0.2 -1.0
0.3 -0.1 0.3
0.0 -0.1 0.7
-1.0 0.0 0.0
0.3 0.0 0.2
0.7 0.0 0.0
-0.7 0.0 -0.4
-1.2 0.1 -0.1
0.1 0.0 0.3
0.0 0.0 -0.1
0.1 0.0 0.0
0.0 0.0 0.1
-0.2 0.1 -0.1
-0.1 0.0 -0.2
0.0 0.0 0.1
-0.1 0.0 0.1
-0.1 0.0 0.0
0.2 -0.3 0.3
0.1 -0.1 0.1
-0.4 0.5 -0.6
0.0 0.2 0.2
0.1 0.0 0.1
-0.1 -0.2 -0.2
-0.1 -0.1 0.1
0.1 -0.3 0.0
0.0 -0.1 0.0
0.0 0.0 -0.1
0.1 0.0 -0.1
0.1 -0.1 0.0

The spin multiplicity is 1. Its LUMO energy is -0.09169 hartree. The charge is +1.

Below is one molecule with the formula C3H9BO2, with properties calculated with ωB97M-V with the def2-TZVPD basis set.

Each line ends with the Löwdin charge.
Geometry (Å):
B: -0.51873 0.72089 -0.47627  -0.444
C: -1.98504 1.31377 0.09995  -0.067
C: 0.69451 -1.33577 1.06001  -0.041
C: 0.98593 -0.11419 0.13906  -0.250
O: 1.78548 -0.47132 -0.98186  -0.062
O: -0.41138 0.66899 -1.84748  0.046
H: -2.75516 0.95656 -0.62828  0.050
H: -1.94527 2.46020 0.04351  0.058
H: -2.21289 1.06646 1.16003  0.035
H: 0.29244 -2.14245 0.43062  0.090
H: 1.67742 -1.88407 1.28195  0.110
H: 0.00310 -0.99248 1.77235  0.063
H: 1.47862 0.71676 0.68863  0.139
H: 2.46751 -1.09832 -0.62219  0.131
H: 0.44347 0.13496 -2.12002  0.142

Atomic forces in eV per Å
-2.0 1.6 0.3
1.2 0.5 0.4
1.6 -0.3 -3.2
1.5 -1.8 1.0
0.4 -0.4 1.5
3.3 -2.1 -1.4
0.5 0.1 0.8
-0.1 -1.6 0.0
-0.1 0.0 -0.8
-0.7 0.5 0.1
-0.9 1.3 0.9
-0.4 -0.2 1.6
-0.7 0.1 -0.4
-0.9 0.6 -0.7
-2.6 1.7 0.2

The spin multiplicity is 3. As for the expectation value of S²: 2.00. Its LUMO energy (spin up / spin down) is 0.01389 / -0.12891 hartree.

Below is C5H8LiO3Rb as an isolated structure, with properties calculated with ωB97M-V with the def2-TZVPD basis set.

Each line ends with the Löwdin charge.
Geometry (Å):
C: 2.59931 -3.33012 -0.59660  -0.043
C: 3.12340 -3.97365 -1.50488  0.023
H: 2.75366 -2.88672 0.37850  0.022
H: -0.22171 -2.01220 0.48572  0.225
H: 3.58858 -4.09245 -2.47387  0.040
Li: -0.01391 0.11326 -3.01222  0.894
O: -1.33777 0.73761 0.49027  0.030
Rb: -3.22769 -1.28848 2.92009  0.994
O: -1.03879 -1.34875 0.59771  0.086
C: -0.88759 -0.29906 -0.17340  -0.624
O: -0.24000 -0.28422 -1.20946  0.002
C: -1.15986 2.09775 0.01315  -0.166
C: -0.43342 2.85437 1.09426  -0.037
H: -0.57361 2.04207 -0.91227  0.117
H: -2.15915 2.51361 -0.16693  0.142
H: 0.62973 2.58018 1.10935  0.097
H: -0.52223 3.92754 0.88377  0.104
H: -0.87894 2.64927 2.07677  0.093

Atomic forces in eV per Å
1.9 -1.2 -0.7
-1.0 2.2 0.6
-0.6 -0.2 -0.3
-2.6 1.8 -0.2
-0.3 -0.7 0.4
0.1 -0.2 0.2
-0.7 -0.5 -0.4
0.0 0.0 0.1
2.2 -3.1 0.2
1.5 1.4 0.9
-0.6 0.0 -0.6
0.0 0.3 -0.4
0.2 0.2 0.0
-0.3 0.2 0.2
0.3 -0.3 -0.1
-0.3 0.1 0.1
0.1 -0.2 0.1
0.1 0.1 -0.3

The spin multiplicity is 1. Its LUMO energy is -0.24206 hartree. The charge is +2.

Summary of energy relative to the best compared isomer or geometry (same formula, charge and spin) in kcal/mol
57.6, 33.9, 12.3, 25.0
(order as listed above)